No. 1
{"formula": "C2H7N4O", "method": "wB97M-V/def2-TZVPD", "total_charge": 1, "smiles": "NN1C[NH2+]NC1=O", "de_lowest_kj_mol": 380.7, "symbols": ["C", "C", "N", "N", "N", "N", "O", "H", "H", "H", "H", "H", "H", "H"], "coordinates": [[-0.796, -1.054, -0.043], [0.584, 0.878, -0.037], [-0.548, -0.366, -1.641], [0.066, -0.321, 0.696], [-0.090, -0.225, 2.112], [0.690, 0.248, -1.375], [-1.718, -1.713, 0.167], [-0.176, 1.743, -0.057], [1.520, 1.157, 0.238], [-1.251, 0.363, -1.805], [0.578, -0.755, 2.655], [-1.006, -0.510, 2.381], [0.778, 1.009, -2.007], [1.370, -0.453, -1.283]], "nbo_charge": [0.8017, -0.0294, -0.5207, -0.3307, -0.6233, -0.3479, -0.4481, 0.2291, 0.2251, 0.3790, 0.3908, 0.3872, 0.4462, 0.4409]}

=====

No. 2
{"formula": "C51H114N6O4P", "method": "wB97M-V/def2-TZVPD", "total_energy_ev": -81133.96111, "total_charge": 3, "symbols": ["P", "O", "O", "O", "O", "C", "C", "C", "N", "C", "C", "C", "C", "C", "H", "H", "H", "H", "H", "H", "H", "H", "H", "H", "H", "H", "H", "H", "H", "H", "H", "H", "C", "C", "C", "N", "C", "C", "C", "C", "C", "H", "H", "H", "H", "H", "H", "H", "H", "H", "H", "H", "H", "H", "H", "H", "H", "H", "H", "C", "C", "C", "N", "C", "C", "C", "C", "C", "H", "H", "H", "H", "H", "H", "H", "H", "H", "H", "H", "H", "H", "H", "H", "H", "H", "H", "C", "C", "C", "N", "C", "C", "C", "C", "C", "C", "H", "H", "H", "H", "H", "H", "H", "H", "H", "H", "H", "H", "H", "H", "H", "H", "H", "H", "H", "H", "C", "C", "C", "N", "C", "C", "C", "C", "C", "C", "H", "H", "H", "H", "H", "H", "H", "H", "H", "H", "H", "H", "H", "H", "H", "H", "H", "H", "H", "H", "C", "C", "C", "N", "C", "C", "C", "C", "C", "C", "H", "H", "H", "H", "H", "H", "H", "H", "H", "H", "H", "H", "H", "H", "H", "H", "H", "H", "H", "H"], "coordinates": [[0.341, -0.022, -0.275], [-0.668, -1.251, -0.432], [0.538, 0.362, 1.255], [-0.153, 1.153, -1.213], [1.748, -0.431, -0.769], [-2.141, -5.992, -0.198], [-0.793, -5.330, -0.211], [-0.529, -4.359, -1.375], [0.927, -4.038, -1.601], [1.608, -3.654, -0.329], [1.162, -3.022, -2.676], [2.398, -3.397, -3.467], [2.434, -4.949, -3.374], [1.557, -5.337, -2.187], [-3.032, -5.442, -0.507], [-2.303, -6.400, 0.801], [-2.149, -6.851, -0.875], [-0.058, -6.131, -0.095], [-0.608, -4.714, 0.673], [-0.993, -3.376, -1.244], [-0.929, -4.590, -2.367], [1.774, -4.518, 0.310], [0.842, -3.012, 0.117], [2.495, -3.058, -0.516], [1.256, -2.038, -2.200], [0.264, -3.019, -3.294], [3.349, -2.964, -3.157], [2.346, -3.140, -4.524], [3.401, -5.440, -3.316], [2.004, -5.294, -4.317], [2.264, -5.701, -1.439], [0.825, -6.136, -2.245], [1.027, 5.834, -3.616], [2.183, 4.797, -3.537], [1.540, 3.422, -3.496], [2.489, 2.295, -3.110], [2.674, 2.385, -1.622], [1.838, 0.956, -3.503], [2.111, 0.774, -4.993], [3.505, 1.444, -5.157], [3.776, 2.233, -3.897], [0.715, 6.050, -4.636], [1.378, 6.806, -3.263], [0.233, 5.513, -2.943], [2.711, 4.958, -2.596], [2.823, 4.897, -4.411], [1.101, 3.293, -4.490], [0.745, 3.231, -2.773], [1.772, 2.378, -1.016], [3.424, 3.139, -1.376], [3.188, 1.454, -1.373], [2.269, 0.153, -2.907], [0.768, 0.990, -3.313], [2.011, -0.274, -5.271], [1.305, 1.261, -5.546], [4.259, 0.696, -5.403], [3.543, 2.013, -6.089], [4.451, 1.611, -3.308], [4.156, 3.249, -3.942], [1.215, -3.890, 3.835], [-0.255, -3.699, 3.497], [-0.593, -2.337, 2.911], [-2.058, -2.045, 2.911], [-2.784, -2.974, 1.959], [-2.324, -0.605, 2.449], [-3.654, -0.176, 3.123], [-3.790, -1.126, 4.320], [-2.630, -2.079, 4.314], [1.823, -3.321, 3.126], [1.522, -4.927, 3.714], [1.529, -3.504, 4.805], [-0.841, -4.113, 4.327], [-0.549, -4.517, 2.824], [-0.018, -2.028, 2.035], [-0.220, -1.595, 3.629], [-2.589, -2.682, 0.929], [-3.832, -2.721, 2.137], [-2.579, -3.989, 2.279], [-2.403, -0.650, 1.365], [-1.443, -0.018, 2.708], [-4.398, -0.419, 2.366], [-3.720, 0.843, 3.486], [-4.719, -1.690, 4.198], [-3.982, -0.601, 5.254], [-2.883, -3.112, 4.548], [-1.933, -1.816, 5.111], [-0.410, 2.763, 5.447], [-0.596, 3.500, 4.159], [-1.347, 2.789, 3.020], [-1.357, 3.568, 1.703], [-2.223, 2.795, 0.733], [-2.385, 3.586, -0.579], [-2.709, 5.093, -0.444], [-1.936, 5.801, 0.622], [-1.805, 4.982, 1.948], [0.067, 3.674, 1.177], [-1.384, 2.470, 5.851], [0.096, 3.392, 6.177], [0.164, 1.833, 5.399], [0.367, 3.963, 3.932], [-1.217, 4.367, 4.415], [-2.353, 2.423, 3.193], [-0.684, 1.968, 2.718], [-3.206, 2.736, 1.206], [-1.848, 1.817, 0.439], [-3.126, 3.221, -1.289], [-1.449, 3.441, -1.128], [-3.784, 5.119, -0.244], [-2.584, 5.523, -1.437], [-2.415, 6.733, 0.930], [-0.933, 6.118, 0.335], [-2.769, 5.009, 2.460], [-1.126, 5.546, 2.580], [0.645, 4.154, 1.957], [0.086, 4.170, 0.213], [0.411, 2.647, 1.016], [7.479, -0.410, 2.482], [6.270, -1.299, 2.180], [5.127, -0.858, 3.113], [3.803, -0.561, 2.459], [2.772, -0.469, 3.629], [3.076, 0.781, 4.464], [3.185, 2.004, 3.576], [4.208, 1.844, 2.462], [3.769, 0.685, 1.566], [3.354, -1.666, 1.575], [7.902, -0.589, 3.473], [7.413, 0.667, 2.337], [8.315, -0.705, 1.839], [6.475, -2.367, 2.212], [5.960, -1.171, 1.138], [5.429, -0.033, 3.745], [5.032, -1.692, 3.813], [2.915, -1.471, 4.023], [1.843, -0.377, 3.055], [3.903, 0.706, 5.169], [2.194, 0.940, 5.091], [3.442, 2.828, 4.242], [2.202, 2.078, 3.097], [5.233, 1.697, 2.802], [4.243, 2.746, 1.845], [4.476, 0.552, 0.751], [2.787, 0.983, 1.197], [3.335, -2.651, 2.045], [4.000, -1.779, 0.708], [2.354, -1.364, 1.279], [-5.541, 1.905, -4.903], [-4.308, 1.463, -4.143], [-4.359, -0.033, -3.838], [-3.323, -0.482, -2.810], [-3.376, -2.012, -2.646], [-4.679, -2.431, -2.010], [-5.096, -1.651, -0.769], [-4.893, -0.130, -0.889], [-3.483, 0.178, -1.442], [-1.949, -0.235, -3.339], [-5.296, 2.136, -5.942], [-6.046, 2.782, -4.504], [-6.297, 1.127, -5.038], [-4.239, 1.964, -3.175], [-3.445, 1.744, -4.744], [-4.167, -0.606, -4.746], [-5.306, -0.343, -3.410], [-3.339, -2.368, -3.677], [-2.443, -2.295, -2.163], [-5.473, -2.470, -2.758], [-4.529, -3.506, -1.851], [-6.144, -1.849, -0.544], [-4.529, -1.975, 0.107], [-5.688, 0.257, -1.527], [-5.017, 0.333, 0.089], [-3.239, 1.236, -1.469], [-2.621, -0.203, -0.879], [-1.889, 0.851, -3.371], [-1.887, -0.710, -4.319], [-1.152, -0.599, -2.693]], "mulliken_charge": [0.6920, 0.0439, -2.0942, -0.1972, -0.8961, -1.6812, 0.2252, 0.1101, 1.7232, -1.9797, 0.6243, -0.9608, -1.0307, -0.6357, 0.1442, 0.4682, 0.4900, 0.5128, -0.5780, -0.8126, 0.6467, 0.5131, -0.0584, 0.8277, -1.0973, 0.3921, 0.3532, 0.4955, 0.3929, 0.2962, 0.3689, 0.5169, -1.2591, -0.3855, -0.1748, 0.7170, -1.5282, 0.3453, -0.5493, -1.0515, -0.6402, 0.3812, 0.4091, 0.1742, 0.3212, 0.4112, 0.5281, -0.3869, 0.2497, 0.8477, 0.2515, 0.0195, -0.2461, 0.4179, 0.3671, 0.4013, 0.3671, 0.3278, 0.5387, -1.6143, -0.5089, -0.0599, 1.3372, -0.8051, 0.0468, -0.3515, -1.2811, -0.7294, 0.1609, 0.5068, 0.3639, 0.5103, 0.1894, -0.0875, 0.5115, -0.5059, 0.6819, 0.5744, -0.5335, 0.4076, 0.2178, 0.4630, 0.4421, 0.3372, 0.5380, 0.4110, -1.5279, -0.6173, 0.5535, 1.0643, -0.2355, 0.9781, -1.1560, -0.9826, -0.8869, -0.6627, 0.4574, 0.4067, 0.0930, 0.4672, 0.3855, 0.9093, -1.0911, 0.9966, -0.5685, -0.0132, -0.7399, 0.3841, 0.4579, 0.5436, 0.3263, 0.5037, 0.5046, 0.6292, 0.4313, -0.4591, -1.5176, -0.3166, -1.0308, 1.3081, 0.6621, -1.5269, 0.4887, -1.4035, 0.5927, -2.0848, 0.3601, 0.3114, 0.4506, 0.4808, 0.1757, 0.7082, 0.4013, 0.3862, -0.3823, 0.4434, 0.5195, 0.5765, -0.5174, 0.2964, 0.5562, 0.5069, -0.5418, 0.6437, 0.8156, 0.1803, -1.4292, 0.5745, -1.1102, 0.9222, -0.0447, -1.1816, 0.3023, -1.3475, 0.6078, -0.4579, 0.3966, 0.3572, 0.3694, -0.3350, 0.3623, 0.3905, 0.6305, 0.7447, -0.4237, 0.3663, 0.6074, 0.6508, -0.8395, 0.5455, 0.5775, -0.4487, -0.4069, 0.3246, 0.7788, -1.0700]}

=====

No. 3
{"formula": "C2H3BrN2S", "method": "wB97M-V/def2-TZVPD", "de_lowest_kj_mol": 302.8, "symbols": ["C", "C", "N", "N", "S", "Br", "H", "H", "H"], "coordinates": [[0.819, -0.722, -0.014], [-0.044, 0.464, -0.195], [0.922, -1.840, 0.265], [-1.355, 0.078, 0.215], [-1.934, -1.319, -0.197], [2.937, 0.585, -0.085], [0.423, 1.427, 0.381], [0.111, 0.688, -1.323], [-1.879, 0.638, 0.954]], "nbo_charge": [0.2201, -0.3530, -0.2364, -0.7327, 0.2644, -0.1172, 0.2775, 0.2561, 0.4212]}

=====

No. 4
{"formula": "C32H49GeO5PSSn", "method": "wB97M-V/def2-TZVPD", "total_energy_ev": -126685.58264, "total_charge": 1, "multiplicity": 2, "symbols": ["Sn", "C", "C", "C", "C", "C", "H", "H", "H", "H", "H", "H", "H", "H", "H", "H", "C", "Ge", "C", "C", "C", "C", "C", "C", "C", "C", "C", "C", "C", "C", "C", "C", "C", "C", "H", "H", "H", "H", "H", "H", "H", "H", "H", "H", "H", "H", "H", "H", "H", "C", "S", "C", "O", "H", "H", "H", "H", "H", "H", "C", "C", "C", "C", "O", "P", "O", "O", "O", "C", "C", "C", "C", "H", "H", "H", "H", "H", "H", "H", "H", "H", "H", "H", "H", "H", "H", "H", "H", "H", "H"], "coordinates": [[1.341, 0.605, 0.225], [2.827, -1.255, -2.649], [3.798, -0.940, -1.487], [5.159, -0.509, -2.051], [3.973, -2.202, -0.630], [3.231, 0.202, -0.711], [3.271, -2.032, -3.275], [2.648, -0.370, -3.265], [1.878, -1.623, -2.253], [5.604, -1.330, -2.616], [5.844, -0.243, -1.243], [5.061, 0.351, -2.718], [4.386, -3.007, -1.240], [3.009, -2.524, -0.239], [4.660, -2.009, 0.197], [3.515, 1.184, -1.101], [1.792, 3.262, 2.763], [0.448, 2.881, 1.393], [-1.347, 2.672, 2.139], [-2.034, 1.463, 2.204], [-3.328, 1.430, 2.708], [-3.938, 2.598, 3.147], [-3.248, 3.802, 3.095], [-1.955, 3.842, 2.591], [0.618, 4.107, -0.116], [1.541, 5.120, -0.045], [1.732, 6.008, -1.126], [1.012, 5.851, -2.273], [0.050, 4.816, -2.391], [-0.716, 4.651, -3.570], [-1.675, 3.682, -3.655], [-1.907, 2.822, -2.561], [-1.163, 2.936, -1.420], [-0.163, 3.937, -1.297], [1.534, 4.199, 3.260], [2.787, 3.348, 2.327], [1.796, 2.461, 3.501], [-1.576, 0.548, 1.850], [-3.863, 0.488, 2.747], [-4.952, 2.572, 3.524], [-3.719, 4.713, 3.442], [-1.427, 4.789, 2.547], [2.136, 5.252, 0.852], [2.453, 6.811, -1.037], [1.154, 6.525, -3.110], [-0.534, 5.318, -4.406], [-2.266, 3.574, -4.555], [-2.689, 2.076, -2.625], [-1.365, 2.274, -0.585], [1.029, -0.978, 4.602], [1.180, -1.502, 2.889], [2.681, -2.465, 3.032], [1.677, -0.182, 2.250], [1.899, -0.376, 4.857], [0.953, -1.858, 5.244], [0.117, -0.385, 4.673], [3.439, -1.866, 3.535], [2.980, -2.698, 2.009], [2.466, -3.384, 3.580], [-2.262, -3.062, -3.315], [-1.759, -1.875, -2.506], [-2.934, -1.164, -1.840], [-0.967, -0.929, -3.397], [-0.799, -2.449, -1.549], [-0.364, -1.953, -0.114], [1.048, -2.344, 0.162], [-0.531, -0.421, 0.028], [-1.426, -2.527, 0.918], [-1.751, -3.930, 1.192], [-0.678, -4.893, 0.688], [-3.088, -4.226, 0.528], [-1.885, -4.034, 2.705], [-2.835, -2.708, -4.172], [-2.903, -3.701, -2.709], [-1.416, -3.652, -3.670], [-3.655, -0.887, -2.610], [-2.616, -0.263, -1.319], [-3.427, -1.824, -1.124], [-1.617, -0.488, -4.153], [-0.168, -1.477, -3.900], [-0.522, -0.130, -2.802], [-0.560, -4.808, -0.393], [-0.964, -5.915, 0.934], [0.286, -4.670, 1.145], [-2.995, -4.157, -0.556], [-3.844, -3.515, 0.868], [-3.414, -5.234, 0.783], [-0.905, -4.023, 3.190], [-2.385, -4.966, 2.966], [-2.481, -3.202, 3.088]], "lowdin_spin": [0.0942, 0.0529, 0.0803, 0.0054, 0.0189, 0.6633, 0.0104, 0.0020, 0.0010, 0.0000, 0.0017, -0.0001, 0.0015, 0.0003, 0.0015, 0.0425, 0.0022, -0.0003, -0.0007, 0.0000, 0.0000, 0.0000, 0.0000, -0.0002, -0.0009, -0.0002, -0.0001, -0.0001, 0.0000, 0.0002, 0.0001, 0.0002, 0.0004, -0.0001, 0.0004, 0.0002, 0.0000, 0.0000, 0.0000, 0.0000, 0.0000, 0.0000, 0.0000, 0.0000, 0.0000, 0.0000, 0.0000, 0.0000, -0.0003, 0.0003, 0.0016, 0.0004, 0.0068, 0.0000, 0.0001, 0.0000, 0.0000, 0.0002, 0.0001, 0.0000, 0.0000, 0.0000, 0.0003, 0.0000, 0.0010, -0.0007, 0.0123, 0.0004, 0.0001, 0.0000, 0.0000, 0.0000, 0.0000, 0.0000, 0.0000, 0.0000, 0.0000, 0.0000, 0.0000, 0.0001, 0.0003, 0.0000, 0.0000, 0.0000, 0.0000, 0.0000, 0.0000, 0.0000, 0.0000, 0.0000]}

=====

No. 5
{"formula": "C2H8N2", "method": "wB97M-V/def2-TZVPD", "smiles": "C=CN.N", "de_lowest_kj_mol": 143.1, "symbols": ["N", "H", "H", "H", "C", "C", "N", "H", "H", "H", "H", "H"], "coordinates": [[-1.458, -2.088, 1.378], [-2.318, -1.480, 1.618], [-1.204, -1.602, 0.547], [-1.886, -3.019, 1.103], [1.976, 1.561, -0.249], [0.660, 1.284, -0.480], [-0.075, 0.260, -1.113], [2.717, 1.086, -0.778], [2.207, 2.136, 0.606], [0.182, 1.606, 0.486], [-1.072, 0.152, -1.033], [0.270, 0.104, -2.086]], "nbo_charge": [-1.0530, 0.3439, 0.3516, 0.3567, -0.4843, -0.0067, -0.8349, 0.1802, 0.2048, 0.1765, 0.3881, 0.3770]}